Molecular formula: C4H8N4O
Method: DFT, ωB97M-V with the def2-TZVPD basis set

Last columns: bonded neighbours and bond lengths (Å).
Geometry (Å):
1 C 0.179 -1.178 -0.154  C2 1.541, H7 1.114, H8 1.085, N14 1.442
2 C 1.571 -0.886 0.438  C1 1.541, H9 1.080, H10 1.095, O17 1.396
3 C 0.883 1.770 -0.041  C4 1.499, H11 1.094, N15 1.287
4 C -0.480 1.164 0.101  C3 1.499, N14 1.375, N16 1.294
5 H -1.999 -0.869 -1.266  N13 1.067
6 H -2.428 -1.316 0.363  N13 1.041
7 H -0.207 -2.161 0.200  C1 1.114
8 H 0.261 -1.245 -1.233  C1 1.085
9 H 1.420 -0.665 1.485  C2 1.080
10 H 2.205 -1.776 0.374  C2 1.095
11 H 0.772 2.857 0.017  C3 1.094
12 H -2.291 1.552 0.216  N16 1.041
13 N -2.120 -0.540 -0.258  H5 1.067, H6 1.041, N14 1.432
14 N -0.803 -0.171 0.164  C1 1.442, C4 1.375, N13 1.432
15 N 2.077 1.355 -0.284  C3 1.287, O17 1.353
16 N -1.395 2.077 0.139  C4 1.294, H12 1.041
17 O 2.355 0.031 -0.262  C2 1.396, N15 1.353

As for the charge: 0. The calculation puts the HOMO energy at -9.058 eV. The largest force on an atom comes out at 2.1 eV/Å. As for the orbital gap: 9.51 eV. The energy is -12281.993 eV. For the LUMO energy, the calculation gives 0.457 eV. As for the SMILES: [H]/N=C1/C=NOCCN1N.

=====

Molecular formula: C7H8O
Method: DFT, ωB97M-V with the def2-TZVPD basis set

Last columns: bonded neighbours and bond lengths (Å).
Geometry (Å):
1 C 0.071 0.124 0.472  C2 1.484, C3 1.326, C6 1.468
2 C 0.227 -0.312 -0.938  C1 1.484, C4 1.280, C7 1.455
3 C -1.153 -0.181 0.880  C1 1.326, C5 1.299
4 C -0.628 -1.264 -0.926  C2 1.280, O8 1.141
5 C -2.397 -0.282 1.240  C3 1.299, H9 1.066, H10 1.075
6 C 1.260 0.534 1.229  C1 1.468, H11 1.096, H12 1.122, H13 1.118
7 C 1.061 0.470 -1.839  C2 1.455, H14 1.141, H15 1.147, H16 1.074
8 O -1.168 -2.267 -0.987  C4 1.141
9 H -2.811 -1.257 1.359  C5 1.066
10 H -2.961 0.617 1.411  C5 1.075
11 H 1.964 0.985 0.519  C6 1.096
12 H 1.931 -0.266 1.637  C6 1.122
13 H 0.818 0.991 2.149  C6 1.118
14 H 1.283 1.464 -1.325  C7 1.141
15 H 0.516 0.669 -2.829  C7 1.147
16 H 1.989 -0.027 -2.051  C7 1.074

As for the charge: 0. The calculation puts the HOMO energy at -8.005 eV. The largest force on an atom comes out at 3.2 eV/Å. As for the orbital gap: 8.79 eV. The energy is -9432.111 eV. For the LUMO energy, the calculation gives 0.783 eV.

=====

Molecular formula: C57H145N3O17
Method: DFT, ωB97M-V with the def2-TZVPD basis set

Last columns: bonded neighbours and bond lengths (Å).
Geometry (Å):
1 C -0.688 -4.619 1.585  C2 1.531, H12 1.094, H13 1.099, H14 1.096
2 C -0.889 -4.730 3.098  C1 1.531, C3 1.525, N7 1.456, C11 1.528
3 C -2.370 -4.936 3.396  C2 1.525, C4 1.524, H15 1.091, H16 1.092
4 C -2.777 -6.372 3.087  C3 1.524, C5 1.529, H17 1.098, H18 1.096
5 C -1.976 -7.368 3.928  C4 1.529, C6 1.534, H19 1.097, H20 1.087
6 C -0.459 -7.194 3.787  C5 1.534, N7 1.471, C9 1.522, C10 1.523
7 N -0.103 -5.767 3.751  C2 1.456, C6 1.471, O8 1.439
8 O 1.299 -5.594 3.475  N7 1.439, H30 0.979
9 C 0.216 -7.773 5.022  C6 1.522, H21 1.090, H22 1.099, H23 1.094
10 C 0.028 -7.937 2.550  C6 1.523, H24 1.100, H25 1.090, H26 1.088
11 C -0.512 -3.393 3.732  C2 1.528, H27 1.090, H28 1.088, H29 1.095
12 H -1.212 -3.737 1.205  C1 1.094
13 H -1.115 -5.450 1.006  C1 1.099
14 H 0.355 -4.560 1.253  C1 1.096
15 H -2.592 -4.729 4.445  C3 1.091
16 H -2.962 -4.288 2.747  C3 1.092
17 H -2.635 -6.586 2.020  C4 1.098
18 H -3.850 -6.523 3.252  C4 1.096
19 H -2.227 -8.322 3.447  C5 1.097
20 H -2.329 -7.372 4.956  C5 1.087
21 H -0.175 -7.384 5.962  C9 1.090
22 H 0.094 -8.865 5.035  C9 1.099
23 H 1.296 -7.598 5.037  C9 1.094
24 H -0.466 -7.552 1.644  C10 1.100
25 H 1.087 -7.773 2.351  C10 1.090
26 H -0.235 -8.989 2.627  C10 1.088
27 H -1.132 -2.618 3.282  C11 1.090
28 H 0.553 -3.173 3.700  C11 1.088
29 H -0.777 -3.439 4.794  C11 1.095
30 H 1.433 -5.804 2.528  O8 0.979
31 C 1.169 1.984 -1.121  C32 1.528, H42 1.091, H43 1.102, H44 1.099
32 C -0.214 1.453 -0.747  C31 1.528, C33 1.532, N37 1.429, C41 1.515
33 C -0.249 0.005 -1.246  C32 1.532, C34 1.502, H45 1.104, H46 1.093
34 C 0.385 -0.994 -0.321  C33 1.502, C35 1.530, H47 1.103, H48 1.092
35 C -0.292 -0.945 1.050  C34 1.530, C36 1.528, H49 1.088, H50 1.099
36 C -0.333 0.456 1.658  C35 1.528, N37 1.458, C39 1.538, C40 1.558
37 N -0.463 1.510 0.659  C32 1.429, C36 1.458, O38 1.411
38 O -0.297 2.800 1.205  N37 1.411, H60 0.975
39 C -1.448 0.517 2.716  C36 1.538, H51 1.094, H52 1.089, H53 1.093
40 C 1.024 0.608 2.408  C36 1.558, H54 1.089, H55 1.096, H56 1.091
41 C -1.293 2.233 -1.472  C32 1.515, H57 1.098, H58 1.092, H59 1.094
42 H 1.420 1.840 -2.173  C31 1.091
43 H 1.967 1.457 -0.574  C31 1.102
44 H 1.310 3.038 -0.844  C31 1.099
45 H -1.309 -0.281 -1.365  C33 1.104
46 H 0.112 -0.043 -2.277  C33 1.093
47 H 1.450 -0.756 -0.162  C34 1.103
48 H 0.402 -1.987 -0.775  C34 1.092
49 H 0.297 -1.630 1.657  C35 1.088
50 H -1.309 -1.338 0.917  C35 1.099
51 H -2.361 0.022 2.374  C39 1.094
52 H -1.115 0.060 3.646  C39 1.089
53 H -1.711 1.562 2.903  C39 1.093
54 H 1.109 -0.246 3.079  C40 1.089
55 H 1.900 0.524 1.754  C40 1.096
56 H 1.076 1.556 2.946  C40 1.091
57 H -1.277 3.289 -1.170  C41 1.098
58 H -2.262 1.872 -1.121  C41 1.092
59 H -1.236 2.203 -2.564  C41 1.094
60 H 0.656 3.004 1.214  O38 0.975
61 C 1.851 -6.947 -4.046  C62 1.532, H72 1.089, H73 1.090, H74 1.093
62 C 1.339 -5.777 -4.892  C61 1.532, C63 1.530, N67 1.443, C71 1.519
63 C 0.245 -6.298 -5.826  C62 1.530, C64 1.523, H75 1.095, H76 1.092
64 C -1.086 -6.442 -5.099  C63 1.523, C65 1.534, H77 1.091, H78 1.094
65 C -1.564 -5.084 -4.569  C64 1.534, C66 1.554, H79 1.093, H80 1.093
66 C -0.508 -4.417 -3.643  C65 1.554, N67 1.449, C69 1.513, C70 1.533
67 N 0.843 -4.680 -4.097  C62 1.443, C66 1.449, O68 1.418
68 O 1.772 -4.281 -3.104  N67 1.418, H90 0.967
69 C -0.748 -2.925 -3.720  C66 1.513, H81 1.088, H82 1.101, H83 1.090
70 C -0.765 -4.907 -2.213  C66 1.533, H84 1.098, H85 1.091, H86 1.099
71 C 2.503 -5.316 -5.750  C62 1.519, H87 1.094, H88 1.090, H89 1.091
72 H 2.531 -6.572 -3.283  C61 1.089
73 H 2.351 -7.674 -4.686  C61 1.090
74 H 1.039 -7.473 -3.537  C61 1.093
75 H 0.115 -5.617 -6.674  C63 1.095
76 H 0.503 -7.298 -6.179  C63 1.092
77 H -1.014 -7.151 -4.272  C64 1.091
78 H -1.801 -6.829 -5.831  C64 1.094
79 H -2.450 -5.326 -3.977  C65 1.093
80 H -1.867 -4.404 -5.368  C65 1.093
81 H -0.384 -2.501 -4.654  C69 1.088
82 H -1.830 -2.727 -3.663  C69 1.101
83 H -0.327 -2.385 -2.872  C69 1.090
84 H -0.194 -4.335 -1.469  C70 1.098
85 H -1.813 -4.890 -1.910  C70 1.091
86 H -0.422 -5.938 -2.051  C70 1.099
87 H 3.405 -5.151 -5.152  C71 1.094
88 H 2.251 -4.402 -6.289  C71 1.090
89 H 2.752 -6.119 -6.446  C71 1.091
90 H 2.248 -3.540 -3.503  O68 0.967
91 O 4.772 1.736 0.312  H92 0.986, H93 0.982
92 H 5.396 1.474 1.030  O91 0.986
93 H 5.263 2.400 -0.220  O91 0.982
94 O -2.762 3.888 -4.750  H95 0.968, H96 0.969
95 H -2.889 4.834 -4.589  O94 0.968
96 H -2.787 3.481 -3.872  O94 0.969
97 O 2.825 -2.203 2.840  H98 0.966, H99 0.989
98 H 2.650 -3.122 2.598  O97 0.966
99 H 3.150 -1.780 2.007  O97 0.989
100 O 4.137 -0.993 0.631  H101 0.985, H102 0.964
101 H 4.038 -0.014 0.613  O100 0.985
102 H 5.081 -1.136 0.497  O100 0.964
103 C 1.881 2.848 -5.265  C104 1.531, H107 1.092, H108 1.098, H109 1.084
104 C 1.700 1.570 -6.088  C103 1.531, C105 1.522, O106 1.451, H110 1.091
105 C 1.022 0.486 -5.262  C104 1.522, H111 1.088, H112 1.103, H113 1.104
106 O 0.911 1.829 -7.278  C104 1.451, H114 0.963
107 H 1.053 3.538 -5.438  C103 1.092
108 H 2.757 3.346 -5.702  C103 1.098
109 H 2.039 2.722 -4.200  C103 1.084
110 H 2.647 1.197 -6.480  C104 1.091
111 H 0.874 -0.469 -5.761  C105 1.088
112 H 0.042 0.837 -4.899  C105 1.103
113 H 1.559 0.288 -4.318  C105 1.104
114 H 0.108 2.315 -7.060  O106 0.963
115 C 0.892 6.222 1.522  C116 1.526, H119 1.090, H120 1.089, H121 1.094
116 C 2.258 5.589 1.771  C115 1.526, C117 1.507, O118 1.414, H122 1.091
117 C 2.956 6.199 2.960  C116 1.507, H123 1.092, H124 1.093, H125 1.096
118 O 2.077 4.198 1.947  C116 1.414, H126 0.981
119 H 0.118 5.771 2.143  C115 1.090
120 H 0.624 6.153 0.469  C115 1.089
121 H 0.942 7.277 1.805  C115 1.094
122 H 2.879 5.838 0.909  C116 1.091
123 H 2.985 7.288 2.893  C117 1.092
124 H 3.981 5.827 3.042  C117 1.093
125 H 2.433 5.938 3.886  C117 1.096
126 H 2.851 3.710 1.596  O118 0.981
127 C 3.755 0.261 7.924  C128 1.511, H131 1.087, H132 1.096, H133 1.093
128 C 2.280 -0.043 7.802  C127 1.511, C129 1.536, O130 1.507, H134 1.092
129 C 1.776 0.179 6.368  C128 1.536, H135 1.085, H136 1.101, H137 1.105
130 O 2.060 -1.491 8.154  C128 1.507, H138 0.968
131 H 4.075 0.072 8.946  C127 1.087
132 H 3.923 1.308 7.647  C127 1.096
133 H 4.346 -0.375 7.260  C127 1.093
134 H 1.685 0.524 8.522  C128 1.092
135 H 0.742 -0.092 6.186  C129 1.085
136 H 2.421 -0.394 5.683  C129 1.101
137 H 1.879 1.212 5.991  C129 1.105
138 H 2.582 -2.019 7.534  O130 0.968
139 C -7.776 0.487 0.712  C140 1.517, H143 1.097, H144 1.087, H145 1.095
140 C -6.694 1.037 1.623  C139 1.517, C141 1.528, O142 1.429, H146 1.100
141 C -5.519 0.071 1.760  C140 1.528, H147 1.096, H148 1.100, H149 1.084
142 O -6.239 2.289 1.105  C140 1.429, H150 0.969
143 H -8.221 -0.414 1.153  C139 1.097
144 H -7.429 0.256 -0.291  C139 1.087
145 H -8.630 1.173 0.701  C139 1.095
146 H -7.122 1.178 2.626  C140 1.100
147 H -4.788 0.459 2.480  C141 1.096
148 H -4.998 0.045 0.792  C141 1.100
149 H -5.818 -0.934 2.036  C141 1.084
150 H -5.321 2.347 1.409  O142 0.969
151 C -3.913 -0.877 -1.265  C152 1.521, H155 1.101, H156 1.094, H157 1.092
152 C -3.503 -2.293 -0.893  C151 1.521, C153 1.501, O154 1.440, H158 1.106
153 C -4.051 -2.714 0.440  C152 1.501, H159 1.086, H160 1.093, H161 1.091
154 O -3.962 -3.232 -1.885  C152 1.440, H162 0.965
155 H -3.624 -0.151 -0.488  C151 1.101
156 H -5.004 -0.807 -1.304  C151 1.094
157 H -3.398 -0.512 -2.157  C151 1.092
158 H -2.398 -2.330 -0.876  C152 1.106
159 H -3.653 -3.684 0.725  C153 1.086
160 H -5.137 -2.809 0.366  C153 1.093
161 H -3.824 -1.924 1.157  C153 1.091
162 H -3.709 -2.888 -2.751  O154 0.965
163 C -2.962 4.488 3.230  C164 1.540, H167 1.097, H168 1.103, H169 1.087
164 C -3.614 4.285 1.849  C163 1.540, C165 1.522, O166 1.435, H170 1.093
165 C -3.327 5.494 0.971  C164 1.522, H171 1.094, H172 1.095, H173 1.096
166 O -3.088 3.099 1.236  C164 1.435, H174 0.975
167 H -3.496 5.231 3.835  C163 1.097
168 H -1.985 4.985 3.104  C163 1.103
169 H -2.769 3.560 3.762  C163 1.087
170 H -4.694 4.205 1.998  C164 1.093
171 H -3.471 5.271 -0.090  C165 1.094
172 H -2.290 5.831 1.075  C165 1.095
173 H -3.994 6.336 1.188  C165 1.096
174 H -2.113 3.101 1.252  O166 0.975
175 C 4.668 1.054 4.166  C176 1.527, H179 1.095, H180 1.096, H181 1.090
176 C 5.681 2.169 3.917  C175 1.527, C177 1.507, O178 1.442, H182 1.089
177 C 6.643 2.353 5.062  C176 1.507, H183 1.092, H184 1.098, H185 1.088
178 O 6.412 1.970 2.689  C176 1.442, H186 0.968
179 H 3.729 1.433 4.585  C175 1.095
180 H 4.953 0.299 4.907  C175 1.096
181 H 4.398 0.565 3.230  C175 1.090
182 H 5.114 3.086 3.765  C176 1.089
183 H 7.189 3.287 4.912  C177 1.092
184 H 7.381 1.541 5.090  C177 1.098
185 H 6.155 2.344 6.035  C177 1.088
186 H 7.096 1.307 2.858  O178 0.968
187 C -6.337 3.097 -3.629  C188 1.513, H191 1.095, H192 1.086, H193 1.096
188 C -6.206 2.367 -2.311  C187 1.513, C189 1.522, O190 1.444, H194 1.103
189 C -4.805 2.456 -1.722  C188 1.522, H195 1.095, H196 1.098, H197 1.081
190 O -7.167 2.949 -1.405  C188 1.444, H198 0.982
191 H -5.544 2.797 -4.321  C187 1.095
192 H -6.383 4.176 -3.520  C187 1.086
193 H -7.281 2.794 -4.098  C187 1.096
194 H -6.427 1.288 -2.388  C188 1.103
195 H -4.658 3.447 -1.281  C189 1.095
196 H -4.105 2.448 -2.568  C189 1.098
197 H -4.583 1.693 -0.990  C189 1.081
198 H -6.874 2.657 -0.515  O190 0.982
199 C 0.411 5.451 -2.977  C200 1.522, H203 1.098, H204 1.083, H205 1.094
200 C 0.943 6.756 -3.552  C199 1.522, C201 1.506, O202 1.433, H206 1.087
201 C 2.243 6.607 -4.298  C200 1.506, H207 1.096, H208 1.093, H209 1.081
202 O -0.040 7.254 -4.467  C200 1.433, H210 0.965
203 H 1.140 5.025 -2.275  C199 1.098
204 H 0.078 4.736 -3.718  C199 1.083
205 H -0.416 5.783 -2.341  C199 1.094
206 H 0.974 7.548 -2.807  C200 1.087
207 H 2.031 5.967 -5.162  C201 1.096
208 H 2.928 6.032 -3.668  C201 1.093
209 H 2.638 7.552 -4.645  C201 1.081
210 H -0.141 6.605 -5.174  O202 0.965
211 C 4.445 3.288 -2.806  C212 1.509, H215 1.096, H216 1.099, H217 1.085
212 C 5.884 3.555 -2.441  C211 1.509, C213 1.530, O214 1.446, H218 1.093
213 C 6.515 4.673 -3.275  C212 1.530, H219 1.089, H220 1.096, H221 1.091
214 O 5.910 3.973 -1.057  C212 1.446, H222 0.963
215 H 4.119 2.410 -2.238  C211 1.096
216 H 4.366 2.934 -3.843  C211 1.099
217 H 3.754 4.121 -2.721  C211 1.085
218 H 6.526 2.680 -2.577  C212 1.093
219 H 7.540 4.816 -2.936  C213 1.089
220 H 5.876 5.561 -3.207  C213 1.096
221 H 6.511 4.434 -4.339  C213 1.091
222 H 6.303 4.852 -1.011  O214 0.963

As for the charge: 0. The calculation puts the HOMO energy at -8.081 eV. The largest force on an atom comes out at 2.1 eV/Å. As for the orbital gap: 8.14 eV. The energy is -100735.306 eV. For the LUMO energy, the calculation gives 0.059 eV.

=====

Q: Which formula does entry 3 have?
A: C57H145N3O17